Density functional theory data (ωB97M-V with the def2-TZVPD basis set) for a structure of composition C23H43BiN2OP3S in a non-equilibrium geometry.

The geometry in XYZ format:
```
74
Properties=species:S:1:pos:R:3:lowdin_charge:R:1
Bi 3.206 -1.285 -1.144 1.616
P 3.152 1.007 0.214 0.694
P -1.134 0.075 1.364 0.745
P -1.609 1.968 -2.841 0.879
H 2.013 -1.940 -4.056 0.051
C 1.633 -0.911 -3.971 -0.454
C 2.264 -0.135 -2.821 -0.492
H 3.185 0.320 -3.231 0.057
C 4.506 0.767 1.418 -0.251
C 1.879 1.833 1.228 -0.238
C 3.791 2.378 -0.821 -0.211
C -2.499 -1.039 0.845 -0.295
C -0.663 -0.764 2.937 -0.285
C -2.131 1.457 2.079 -0.288
C -1.376 2.962 -4.317 -0.190
C -0.581 2.613 -1.510 -0.226
C -3.332 2.082 -2.336 -0.185
H 1.885 -0.383 -4.910 0.077
H 1.633 0.658 -2.407 0.011
H 5.099 -0.119 1.151 0.041
H 4.084 0.632 2.424 0.070
H 5.149 1.659 1.401 0.069
H 1.296 1.095 1.805 -0.007
H 1.190 2.423 0.607 0.030
H 2.378 2.516 1.935 0.091
H 4.032 2.042 -1.839 0.044
H 4.707 2.765 -0.353 0.070
H 3.048 3.188 -0.873 0.067
H -3.301 -1.047 1.596 0.062
H -2.100 -2.053 0.711 0.021
H -2.895 -0.682 -0.115 0.022
H -1.380 -0.511 3.729 0.057
H 0.335 -0.418 3.235 0.022
H -0.634 -1.851 2.791 0.032
H -2.741 1.075 2.908 0.055
H -2.775 1.897 1.306 0.030
H -1.445 2.230 2.453 0.043
H -2.200 3.683 -4.377 0.074
H -1.385 2.302 -5.192 0.068
H -0.416 3.487 -4.259 0.069
H -0.755 3.698 -1.431 0.090
H 0.486 2.450 -1.717 0.027
H -0.848 2.142 -0.551 -0.001
H -3.842 2.763 -3.031 0.071
H -3.406 2.490 -1.317 0.063
H -3.802 1.089 -2.375 0.066
C -0.751 -2.581 -3.953 -0.536
C -2.135 -2.887 -4.022 -0.101
C -2.578 -4.190 -3.811 -0.052
C -1.657 -5.211 -3.535 -0.055
C -0.287 -4.916 -3.451 -0.076
C 0.155 -3.610 -3.638 -0.137
S -0.283 -0.920 -4.313 0.942
H -1.264 0.612 -3.241 -0.071
H -2.840 -2.086 -4.236 0.105
H -3.648 -4.420 -3.856 0.126
H -1.994 -6.231 -3.365 0.117
H 0.453 -5.692 -3.234 0.120
H 1.218 -3.407 -3.541 0.074
N -0.052 -7.168 2.142 0.194
C 0.709 -6.152 2.675 -0.455
O 1.250 -6.277 3.765 0.105
C 0.824 -4.887 1.871 -0.073
C 0.128 -4.622 0.675 0.038
C 0.438 -3.470 -0.054 -0.112
N 1.445 -2.631 0.292 -0.094
C 1.967 -2.780 1.546 -0.154
C 1.697 -3.898 2.329 0.035
H -0.024 -8.045 2.629 0.128
H -0.343 -7.184 1.183 0.093
H -0.624 -5.302 0.283 0.125
H -0.120 -3.218 -0.965 0.112
H 2.639 -1.993 1.886 0.097
H 2.231 -4.000 3.273 0.145
```

Calculated values
total charge	+3
HOMO-LUMO gap	0.184	hartree

---

Density functional theory data (ωB97M-V with the def2-TZVPD basis set) for a structure of composition C23H43CaCl2N4O6Si in a non-equilibrium geometry.

The geometry in XYZ format:
```
80
Properties=species:S:1:pos:R:3:lowdin_charge:R:1
C -2.181 -0.884 -2.498 -0.046
C -2.365 0.584 -2.288 -0.227
H -3.116 -1.432 -2.575 0.060
H -1.590 -1.311 -1.689 0.025
H -1.615 -1.064 -3.415 0.089
C -3.513 1.250 -2.428 -0.132
C -4.846 0.704 -2.815 -0.110
H -3.495 2.323 -2.265 0.097
H -4.850 -0.376 -2.933 0.054
H -5.186 1.139 -3.758 0.065
H -5.607 0.961 -2.073 0.061
Ca 0.682 0.353 0.370 0.998
Cl 0.274 -1.924 0.168 -0.040
C 1.511 3.174 -0.048 -0.285
O 1.159 2.357 0.820 -0.131
N 1.747 4.461 0.204 -0.163
C 1.549 5.022 1.524 -0.031
C 2.123 5.369 -0.859 -0.047
H 1.669 2.864 -1.080 0.134
H 1.334 4.218 2.218 0.087
H 0.716 5.726 1.514 0.085
H 2.446 5.550 1.846 0.085
H 2.188 4.827 -1.796 0.091
H 3.087 5.830 -0.644 0.085
H 1.373 6.150 -0.972 0.077
H 5.285 -0.304 3.481 0.087
H 6.003 -2.094 1.713 0.085
C 4.299 -0.769 3.445 -0.035
C 4.975 -2.454 1.761 -0.052
N 4.080 -1.388 2.154 -0.173
H 3.539 -0.014 3.604 0.086
C 3.078 -1.004 1.358 -0.333
O 2.285 -0.093 1.648 -0.182
H 4.692 -2.829 0.783 0.089
H 2.995 -1.548 0.420 0.104
H 4.239 -1.516 4.236 0.085
H 4.930 -3.275 2.476 0.083
H -3.195 -0.704 0.287 0.085
H -4.109 1.631 0.570 0.082
C -2.897 -0.710 1.332 -0.029
C -3.859 1.541 1.627 -0.050
N -2.723 0.659 1.784 -0.167
H -1.958 -1.242 1.417 0.031
C -1.527 1.135 2.102 -0.321
O -0.473 0.477 2.146 -0.160
H -3.625 2.527 2.018 0.081
H -1.531 2.202 2.365 0.141
H -3.670 -1.194 1.930 0.086
H -4.720 1.146 2.163 0.082
O -0.876 0.937 -0.495 -0.452
C -1.084 1.273 -1.837 -0.388
C -1.498 3.629 -1.018 -0.040
C -1.097 2.771 -2.037 -0.184
H -1.762 3.198 -0.064 0.105
C -1.543 5.001 -1.218 -0.099
H -0.272 0.874 -2.454 0.129
C -0.714 3.323 -3.255 -0.028
H -1.871 5.653 -0.417 0.094
C -1.171 5.541 -2.442 -0.129
C -0.748 4.695 -3.459 -0.100
H -0.388 2.666 -4.052 0.119
H -1.206 6.611 -2.601 0.090
H -0.447 5.106 -4.414 0.092
Si 0.099 -7.138 0.647 0.116
Cl -1.666 -7.319 -0.481 0.256
C -0.397 -6.613 2.369 -0.215
C 1.159 -5.848 -0.188 -0.213
C 0.927 -8.811 0.650 -0.226
H -0.923 -5.660 2.355 0.034
H 0.482 -6.500 3.005 0.030
H -1.053 -7.347 2.832 0.022
H 0.286 -9.569 1.096 0.022
H 1.855 -8.781 1.222 0.028
H 1.169 -9.135 -0.361 0.025
H 0.652 -4.885 -0.228 -0.012
H 1.403 -6.136 -1.209 0.028
H 2.096 -5.710 0.353 0.030
O 3.751 1.175 -0.596 -0.119
N 3.235 0.690 -1.555 -0.280
O 1.992 0.258 -1.501 -0.320
```

Calculated values
total charge	-1
HOMO-LUMO gap	0.252	hartree
ΔE to the lowest compared entry with this formula, charge and spin	190.3	kJ/mol

---

Density functional theory data (ωB97M-V with the def2-TZVPD basis set) for a structure of composition C23H43Cl2CoF5N3O5SiTe in a non-equilibrium geometry.

The geometry in XYZ format:
```
84
Properties=species:S:1:pos:R:3:lowdin_charge:R:1
C 4.244 -0.033 -0.002 -0.058
C 3.811 0.662 1.238 -0.244
H 5.102 0.473 -0.470 0.062
H 3.391 -0.085 -0.723 0.033
H 4.530 -1.080 0.234 0.094
C 4.458 1.601 1.907 -0.137
C 5.799 2.185 1.545 -0.112
H 4.034 2.020 2.840 0.108
H 6.198 1.794 0.590 0.058
H 6.544 1.978 2.339 0.068
H 5.737 3.288 1.469 0.063
Co 0.025 -0.078 -0.029 0.345
Cl 1.074 -0.464 -1.972 0.118
C -1.103 -0.027 2.719 -0.309
O -1.191 0.542 1.617 -0.050
N -1.806 0.297 3.833 -0.166
C -2.731 1.425 3.791 -0.040
C -1.614 -0.375 5.119 -0.048
H -0.416 -0.897 2.915 0.117
H -2.812 1.780 2.748 0.093
H -2.357 2.240 4.445 0.087
H -3.719 1.107 4.171 0.087
H -0.864 -1.168 4.985 0.082
H -2.574 -0.811 5.452 0.090
H -1.260 0.360 5.867 0.081
H -5.040 -1.659 -1.812 0.091
H -3.829 -3.785 -2.701 0.090
C -4.197 -1.076 -2.227 -0.041
C -3.043 -3.117 -3.082 -0.052
N -2.997 -1.895 -2.283 -0.180
H -3.999 -0.190 -1.604 0.096
C -1.896 -1.501 -1.610 -0.367
O -1.800 -0.473 -0.927 -0.097
H -2.062 -3.604 -3.010 0.086
H -1.035 -2.206 -1.733 0.097
H -4.477 -0.770 -3.253 0.087
H -3.260 -2.851 -4.129 0.085
H 3.033 2.482 -0.981 0.091
H 2.779 4.001 1.033 0.086
C 2.101 2.904 -1.419 -0.049
C 1.906 4.448 0.506 -0.061
N 1.273 3.450 -0.357 -0.182
H 1.543 2.105 -1.940 0.033
C 0.072 2.913 -0.036 -0.293
O -0.462 1.966 -0.643 -0.073
H 1.165 4.797 1.256 0.084
H -0.388 3.399 0.869 0.143
H 2.373 3.721 -2.117 0.087
H 2.251 5.305 -0.104 0.083
O 1.480 0.743 0.902 -0.264
C 2.399 0.213 1.681 -0.439
C 1.447 1.705 3.523 -0.047
C 2.104 0.520 3.191 -0.169
H 1.119 2.369 2.711 0.110
C 1.216 2.008 4.866 -0.100
H 2.394 -0.908 1.607 0.139
C 2.524 -0.377 4.178 -0.035
H 0.706 2.940 5.116 0.094
C 1.635 1.124 5.872 -0.124
C 2.285 -0.071 5.520 -0.099
H 3.038 -1.297 3.884 0.119
H 1.451 1.364 6.920 0.089
H 2.605 -0.770 6.294 0.092
Si 2.417 -1.555 -6.938 0.044
Cl 4.373 -1.023 -6.675 0.314
C 1.423 0.016 -7.186 -0.225
C 1.863 -2.481 -5.416 -0.224
C 2.320 -2.650 -8.469 -0.234
H 1.517 0.674 -6.298 0.039
H 0.348 -0.212 -7.334 0.035
H 1.783 0.575 -8.073 0.029
H 2.686 -2.109 -9.365 0.028
H 1.277 -2.973 -8.663 0.032
H 2.943 -3.559 -8.338 0.030
H 1.949 -1.840 -4.512 0.001
H 2.481 -3.390 -5.262 0.036
H 0.802 -2.798 -5.504 0.037
F -1.088 -2.844 3.207 -0.404
Te -1.253 -3.143 1.278 1.936
F -2.701 -4.290 1.837 -0.395
F -1.690 -3.892 -0.485 -0.396
F -0.061 -4.565 1.475 -0.382
F -2.709 -1.809 1.177 -0.373
O 0.076 -1.936 0.705 -0.561
```

Calculated values
spin multiplicity	4
total charge	-1
HOMO-LUMO gap (spin up / spin down)	0.223 / 0.230	hartree
⟨S²⟩	3.76

---

Density functional theory data (ωB97M-V with the def2-TZVPD basis set) for a structure of composition C23H43Cl2IN3O4PrSi in a non-equilibrium geometry.

The geometry in XYZ format:
```
78
Properties=species:S:1:pos:R:3:lowdin_charge:R:1
C -1.485 -0.585 -2.991 -0.033
C -1.049 -1.914 -2.499 -0.234
H -1.222 -0.413 -4.040 0.072
H -1.053 0.224 -2.380 0.039
H -2.578 -0.492 -2.898 0.100
C -0.594 -2.930 -3.231 -0.121
C -0.451 -2.964 -4.713 -0.102
H -0.322 -3.859 -2.728 0.107
H -0.689 -2.012 -5.200 0.061
H -1.104 -3.733 -5.154 0.075
H 0.574 -3.241 -5.003 0.067
Pr -0.093 0.069 0.996 0.117
Cl -0.273 2.031 -0.529 0.187
C -0.350 -2.437 2.642 -0.277
O 0.554 -1.611 2.369 -0.151
N -0.062 -3.443 3.436 -0.157
C 1.291 -3.633 3.937 -0.004
C -1.057 -4.428 3.750 -0.034
H -1.384 -2.359 2.273 0.089
H 1.906 -2.777 3.665 0.092
H 1.717 -4.552 3.511 0.099
H 1.259 -3.742 5.028 0.098
H -1.999 -4.164 3.260 0.102
H -1.210 -4.473 4.835 0.096
H -0.739 -5.412 3.389 0.090
H 0.809 2.930 5.631 0.102
H -1.300 4.294 4.915 0.099
C 1.143 3.017 4.589 0.002
C -0.870 4.310 3.908 -0.026
N -0.012 3.173 3.716 -0.156
H 1.699 2.129 4.300 0.094
C -0.262 2.312 2.771 -0.303
O 0.523 1.332 2.667 -0.195
H -1.677 4.282 3.172 0.102
H -1.134 2.481 2.126 0.091
H 1.784 3.904 4.508 0.102
H -0.301 5.237 3.782 0.099
H 1.461 -0.312 -2.834 0.099
H 2.389 -2.648 -2.566 0.092
C 2.280 0.083 -2.213 -0.010
C 3.228 -2.189 -2.023 -0.036
N 2.787 -0.981 -1.363 -0.156
H 1.895 0.899 -1.600 0.045
C 2.662 -0.955 -0.041 -0.292
O 2.243 0.027 0.589 -0.107
H 3.605 -2.903 -1.279 0.092
H 2.998 -1.856 0.480 0.153
H 3.089 0.435 -2.867 0.100
H 4.029 -1.955 -2.733 0.093
O -0.006 -1.420 -0.624 -0.342
C -1.110 -2.037 -0.994 -0.479
C 0.121 -4.049 -0.079 -0.037
C -1.078 -3.442 -0.430 -0.181
H 1.043 -3.476 -0.155 0.110
C 0.127 -5.366 0.370 -0.090
H -2.039 -1.551 -0.645 0.072
C -2.273 -4.138 -0.303 -0.021
H 1.072 -5.841 0.629 0.101
C -1.067 -6.073 0.483 -0.112
C -2.268 -5.448 0.151 -0.085
H -3.205 -3.645 -0.570 0.126
H -1.063 -7.104 0.833 0.099
H -3.207 -5.989 0.246 0.102
Si -0.392 6.672 -2.512 0.084
Cl -0.680 5.968 -4.447 0.288
C 1.430 6.517 -2.124 -0.221
C -1.427 5.620 -1.372 -0.223
C -0.942 8.461 -2.477 -0.225
H 1.759 5.471 -2.190 0.033
H 1.647 6.874 -1.107 0.032
H 2.037 7.105 -2.825 0.030
H -0.359 9.070 -3.181 0.030
H -0.815 8.892 -1.474 0.032
H -2.001 8.554 -2.752 0.031
H -1.127 4.563 -1.425 -0.022
H -2.492 5.682 -1.634 0.035
H -1.318 5.947 -0.327 0.031
I -3.023 -0.011 1.574 0.337
```

Calculated values
spin multiplicity	3
HOMO-LUMO gap (spin up / spin down)	0.293 / 0.293	hartree
⟨S²⟩	2.00
ΔE to the lowest compared entry with this formula, charge and spin	118.3	kJ/mol

---

Density functional theory data (ωB97M-V with the def2-TZVPD basis set) for a structure of composition C23H43Cl3N3O4SiTl in a non-equilibrium geometry.

The geometry in XYZ format:
```
78
Properties=species:S:1:pos:R:3:lowdin_charge:R:1
C 3.280 -1.939 -2.966 -0.032
C 2.550 -1.429 -4.177 -0.232
H 3.484 -3.011 -3.069 0.067
H 2.679 -1.781 -2.059 0.081
H 4.247 -1.426 -2.824 0.094
C 2.522 -2.057 -5.361 -0.094
C 3.316 -3.284 -5.680 -0.100
H 1.897 -1.669 -6.167 0.105
H 3.313 -4.010 -4.853 0.067
H 4.369 -3.041 -5.904 0.085
H 2.903 -3.781 -6.569 0.071
Tl 0.571 -0.205 3.701 0.276
Cl 1.792 -1.123 1.724 0.062
C -0.320 2.331 2.239 -0.308
O -0.848 1.222 2.553 -0.141
N -0.914 3.193 1.424 -0.160
C -2.294 2.955 1.016 -0.013
C -0.159 4.276 0.786 -0.017
H 0.661 2.641 2.628 0.065
H -2.759 2.277 1.740 0.102
H -2.343 2.514 0.008 0.082
H -2.819 3.913 0.989 0.094
H 0.824 4.322 1.276 0.099
H -0.698 5.224 0.911 0.094
H -0.020 4.082 -0.291 0.082
H -3.774 2.119 7.405 0.095
H -1.923 2.249 9.343 0.091
C -3.499 1.054 7.405 -0.041
C -1.700 1.200 9.090 -0.054
N -2.090 0.894 7.718 -0.195
H -3.682 0.609 6.423 0.090
C -1.194 0.629 6.735 -0.316
O -1.507 0.454 5.547 -0.083
H -0.627 1.016 9.217 0.090
H -0.144 0.581 7.090 0.123
H -4.096 0.563 8.181 0.088
H -2.273 0.576 9.792 0.089
H 0.902 -4.608 3.056 0.096
H 0.013 -3.087 1.065 0.039
C -0.130 -4.669 3.432 -0.081
C -0.949 -3.481 1.423 -0.057
N -0.935 -3.598 2.868 -0.194
H -0.118 -4.580 4.522 0.057
C -1.492 -2.630 3.628 -0.410
O -1.809 -1.503 3.201 -0.080
H -1.756 -2.805 1.130 0.093
H -1.594 -2.893 4.695 0.115
H -0.549 -5.639 3.129 0.088
H -1.105 -4.476 0.991 0.093
O 0.580 -0.474 -3.248 -0.171
C 1.767 -0.144 -3.952 -0.304
C 0.422 0.457 -6.053 -0.043
C 1.530 0.652 -5.227 -0.196
H -0.355 -0.251 -5.755 0.119
C 0.334 1.166 -7.259 -0.080
H 2.407 0.472 -3.309 0.141
C 2.523 1.577 -5.580 -0.034
H -0.538 1.015 -7.904 0.103
C 1.353 2.042 -7.641 -0.095
C 2.457 2.246 -6.800 -0.081
H 3.356 1.714 -4.882 0.119
H 1.301 2.559 -8.602 0.099
H 3.272 2.917 -7.083 0.102
Si -0.509 0.240 -2.204 0.392
Cl 0.929 -2.107 5.243 0.068
C -2.181 -0.374 -2.767 -0.155
C -0.427 2.084 -2.526 -0.150
C -0.110 -0.325 -0.495 -0.217
H -2.279 -0.272 -3.856 0.027
H -2.985 0.206 -2.295 0.030
H -2.321 -1.433 -2.515 0.034
H -0.067 -1.423 -0.472 0.018
H -0.817 0.000 0.281 0.031
H 0.882 0.051 -0.214 -0.027
H -0.535 2.274 -3.605 0.038
H 0.534 2.513 -2.210 0.032
H -1.237 2.620 -2.011 0.012
Cl 1.508 1.830 4.778 0.019
```

Calculated values
HOMO-LUMO gap	0.290	hartree

---

Density functional theory data (ωB97M-V with the def2-TZVPD basis set) for a structure of composition C23H43InN3O2 in a non-equilibrium geometry.

The geometry in XYZ format:
```
72
Properties=species:S:1:pos:R:3:lowdin_charge:R:1
In 0.686 -2.659 5.615 0.117
C 2.589 -3.100 4.406 -0.281
C 2.670 -2.955 2.750 -0.085
C 4.134 -3.374 2.055 -0.080
C 5.322 -3.862 3.074 -0.176
N 5.275 -3.957 4.573 -0.075
C 3.950 -3.590 5.177 -0.181
H -0.646 -3.566 4.765 -0.165
H 0.888 -3.424 7.229 -0.165
H 0.337 -0.901 5.721 -0.171
H 1.741 -2.582 2.126 0.071
H 4.284 -3.329 0.893 0.044
H 6.350 -4.180 2.555 0.074
H 3.872 -3.658 6.367 0.080
C 5.373 1.239 -1.794 -0.050
C 4.682 -0.119 -1.484 -0.472
C 4.214 -0.762 -2.815 -0.140
C 3.011 -0.047 -3.427 -0.193
C 1.868 0.071 -2.424 -0.138
C 2.285 0.663 -1.050 -0.472
N 3.553 0.070 -0.511 -0.015
O 3.235 -1.196 0.017 -0.034
C 2.445 2.203 -1.155 -0.046
C 1.070 0.496 -0.077 -0.037
C 5.842 -0.980 -0.885 -0.042
H 6.383 1.089 -2.195 0.081
H 4.857 1.830 -2.550 0.053
H 5.479 1.848 -0.887 0.093
H 3.949 -1.816 -2.651 0.124
H 5.034 -0.767 -3.543 0.120
H 3.295 0.946 -3.792 0.099
H 2.667 -0.605 -4.306 0.110
H 1.069 0.678 -2.869 0.118
H 1.442 -0.931 -2.280 0.123
H 2.842 2.620 -0.223 0.092
H 1.480 2.688 -1.340 0.082
H 3.089 2.523 -1.973 0.053
H 0.733 -0.545 0.001 0.078
H 0.203 1.070 -0.426 0.072
H 1.315 0.854 0.931 0.096
H 6.229 -0.526 0.037 0.093
H 6.680 -1.054 -1.590 0.080
H 5.544 -2.011 -0.662 0.062
C -6.388 0.596 0.986 -0.048
C -4.996 1.287 0.921 -0.475
C -5.188 2.770 0.514 -0.140
C -5.577 2.935 -0.954 -0.192
C -4.590 2.221 -1.872 -0.140
C -4.316 0.743 -1.484 -0.476
N -4.081 0.549 -0.016 -0.022
O -2.766 0.971 0.260 -0.023
C -5.496 -0.159 -1.936 -0.046
C -3.124 0.237 -2.365 -0.048
C -4.499 1.227 2.403 -0.042
H -6.931 0.881 1.896 0.083
H -7.051 0.869 0.167 0.053
H -6.289 -0.497 1.006 0.094
H -4.263 3.334 0.696 0.124
H -5.956 3.239 1.140 0.122
H -6.592 2.563 -1.131 0.100
H -5.599 4.002 -1.205 0.111
H -4.962 2.278 -2.903 0.121
H -3.649 2.787 -1.858 0.121
H -5.366 -1.185 -1.576 0.093
H -5.559 -0.207 -3.030 0.082
H -6.471 0.197 -1.608 0.056
H -2.232 0.868 -2.268 0.068
H -3.388 0.249 -3.431 0.081
H -2.847 -0.793 -2.108 0.091
H -4.396 0.188 2.739 0.094
H -5.212 1.720 3.076 0.082
H -3.540 1.735 2.557 0.078
```

Calculated values
spin multiplicity	3
total charge	-1
HOMO-LUMO gap (spin up / spin down)	0.243 / 0.213	hartree
⟨S²⟩	2.01